Here is the molecule C5H3NO3 in a non-equilibrium geometry from the OMol25 dataset. Energies are from ωB97M-V/def2-TZVPD.

Its SMILES is C#CC(=O)C(=O)NC=O. Its net charge is 0. The spin multiplicity is 1. As for the energy above the lowest of the compared OMol25 structures with the same formula, charge and spin: 1.543 eV.

Each line ends with the natural charge from an NBO analysis.
Element x y z (Å)
C1 2.12091 -0.13830 -0.04104  0.50
C2 -0.16869 -0.70247 0.32624  0.58
C3 -0.69029 0.67519 -0.30463  0.45
C4 -2.14146 0.77470 -0.26407  -0.14
C5 -3.33699 0.90887 -0.34621  -0.08
H1 1.91343 0.87885 -0.36587  0.19
H2 1.46067 -1.81527 0.97069  0.44
H3 -4.37826 0.96582 -0.45910  0.24
N1 1.13678 -0.89565 0.52420  -0.63
O1 3.32713 -0.44451 -0.06545  -0.56
O2 -1.06352 -1.46306 0.70302  -0.54
O3 0.02961 1.54910 -0.64219  -0.46


Here is a structure of composition C5H3O3Ru in a non-equilibrium geometry from the OMol25 dataset. Energies are from ωB97M-V/def2-TZVPD.

Its net charge is +3. The spin multiplicity is 7. As for the energy above the lowest of the compared OMol25 structures with the same formula, charge and spin: 2.184 eV.

Each line ends with the Mulliken spin population.
Element x y z (Å)
C1 -1.41374 -0.24337 -0.26184  0.60
C2 -2.51129 0.35429 0.16566  0.09
O1 -3.40311 1.00141 0.49450  0.26
C3 -0.96829 -1.55368 -0.83824  0.00
C4 -0.28264 -1.07942 0.39042  0.01
O2 0.92999 -0.38478 0.26748  0.18
C5 1.41074 0.15186 1.54364  0.75
O3 2.50576 0.62923 1.40056  0.15
Ru1 2.66174 0.24168 -0.64403  3.88
H1 -1.64593 -2.40152 -0.71574  0.03
H2 -0.41986 -1.50405 -1.78285  0.03
H3 -0.37210 -1.57371 1.35828  0.02


Here is a structure of composition C5H3O6Ru in a non-equilibrium geometry from the OMol25 dataset. Energies are from ωB97M-V/def2-TZVPD.

Its net charge is +2. The spin multiplicity is 6. As for the energy above the lowest of the compared OMol25 structures with the same formula, charge and spin: 0.697 eV.

Each line ends with the Mulliken spin population.
Element x y z (Å)
O1 0.05954 3.61464 0.24757  -0.03
C1 0.06293 2.48884 -0.00545  0.15
Ru1 0.08690 -0.17022 -0.50303  3.55
C2 0.09155 -2.01726 -0.06347  0.12
O2 0.10897 -3.16713 0.23781  0.13
C3 0.03832 -0.55539 -2.44345  0.13
O3 0.00763 -0.92573 -3.57037  0.23
C4 2.00378 -0.09480 -0.23219  -0.07
O4 3.16402 0.04265 -0.03479  0.20
C5 -1.82305 -0.11069 -0.23687  -0.05
O5 -3.01152 0.01739 -0.09841  0.21
H1 0.14493 0.92476 -1.71796  0.36
O6 -0.01787 0.00881 2.55491  0.09
H2 -0.41157 -0.78290 2.92748  -0.01
H3 -0.50456 0.72700 2.93824  0.00


Here is the molecule C5H4 in a non-equilibrium geometry from the OMol25 dataset. Energies are from ωB97M-V/def2-TZVPD.

Its SMILES is C=C=C=C=C. Its net charge is 0. The spin multiplicity is 1. As for the energy above the lowest of the compared OMol25 structures with the same formula, charge and spin: 1.574 eV.

Each line ends with the natural charge from an NBO analysis.
Element x y z (Å)
C1 0.59991 -1.10659 -0.30854  0.04
C2 -0.33284 -0.67388 0.31748  -0.12
C3 -1.04163 0.29520 0.90327  0.08
C4 -1.55550 1.26628 1.53102  -0.46
C5 1.11168 -2.18542 -0.93888  -0.43
H1 -0.98664 1.83247 2.32570  0.23
H2 -2.57100 1.63999 1.34548  0.23
H3 1.76085 -2.13510 -1.82164  0.21
H4 1.29342 -3.22177 -0.51850  0.22


Here is a structure of composition C5H4 in a non-equilibrium geometry from the OMol25 dataset. Energies are from ωB97M-V/def2-TZVPD.

Its net charge is 0. The spin multiplicity is 1. As for the energy above the lowest of the compared OMol25 structures with the same formula, charge and spin: 3.855 eV.

Each line ends with the natural charge from an NBO analysis.
Element x y z (Å)
C1 0.95122 0.86748 0.05471  -0.21
C2 -1.00853 0.60870 -0.24723  -0.14
C3 0.80256 -0.55915 0.00585  -0.21
C4 -0.50418 -0.73206 -0.53714  -0.20
C5 -0.39029 0.02684 0.96475  -0.18
H1 1.48166 1.48244 0.75051  0.22
H2 -1.78069 1.27132 -0.54530  0.25
H3 1.50390 -1.33149 0.28926  0.25
H4 -1.05565 -1.63407 -0.73541  0.24


Here is a cluster of 14 separate species, C5H40N3O13 in total in a non-equilibrium geometry from the OMol25 dataset. Energies are from ωB97M-V/def2-TZVPD.

Its net charge is +1. The spin multiplicity is 1. As for the energy above the lowest of the compared OMol25 structures with the same formula, charge and spin: 2.370 eV.

Each line ends with the natural charge from an NBO analysis.
Element x y z (Å)
C1 0.59472 -3.50365 2.38453  -0.62
C2 0.05680 -2.70257 1.12978  -0.07
C3 -0.17652 -3.81235 -0.03197  -0.41
C4 -0.78849 -3.18314 -1.32615  -0.23
N1 -0.06572 -0.53979 -3.76128  -0.75
C5 -0.68594 -1.38349 -2.96559  0.43
N2 -0.10748 -2.04016 -1.88837  -0.56
N3 0.77726 -1.50892 0.63053  -0.87
H1 0.41872 -2.98371 3.33162  0.23
H2 0.01519 -4.56958 2.31427  0.22
H3 1.64478 -3.76275 2.26009  0.20
H4 -1.03144 -2.44445 1.50332  0.23
H5 -0.85555 -4.58981 0.23986  0.23
H6 0.80333 -4.26388 -0.21704  0.20
H7 -0.75332 -3.89314 -2.14152  0.21
H8 -1.76977 -2.80258 -0.98434  0.21
H9 0.83535 -0.09200 -3.63574  0.45
H10 -0.70420 0.12253 -4.34518  0.44
H11 -1.68019 -1.74165 -3.24484  0.21
H12 0.69146 -1.59143 -1.43021  0.45
H13 0.38803 -0.74053 1.15333  0.38
H14 1.70823 -1.48718 0.81630  0.36
H15 3.56284 -0.32217 -1.01737  0.47
H16 3.41232 1.11743 -0.61148  0.52
O1 3.16019 0.43248 -1.34685  -1.00
H17 0.57793 1.77386 -1.88097  0.48
H18 0.98299 1.22898 -0.51872  0.49
O2 0.34419 1.78678 -0.95615  -0.95
H19 -2.45058 -2.29635 3.62592  0.48
H20 -2.62646 -0.69434 3.43706  0.50
O3 -2.16306 -1.52838 3.16036  -0.99
H21 -3.27559 1.55273 -3.98827  0.49
H22 -2.03952 2.42728 -4.31389  0.48
O4 -2.43312 1.51711 -4.39682  -0.95
H23 1.95762 1.84159 3.17065  0.50
H24 2.82313 1.14946 4.18480  0.47
O5 2.33459 1.05296 3.47359  -0.96
H25 4.56151 1.33262 1.13748  0.49
H26 3.25750 0.65814 1.85583  0.53
O6 3.61330 1.30645 1.08112  -1.00
H27 3.04805 0.77158 -4.46448  0.49
H28 3.02753 0.43770 -3.03414  0.50
O7 2.54743 0.22787 -3.81105  -0.98
H29 -2.13937 2.89586 -2.43335  0.44
H30 -2.79216 2.21451 -1.47762  0.47
O8 -2.54552 3.08940 -1.58224  -0.91
H31 1.80959 4.30669 2.66843  0.51
H32 0.75899 3.75529 1.49974  0.50
O9 1.05210 3.64529 2.46833  -1.05
H33 -0.34951 2.29061 2.67221  0.50
H34 -0.59842 1.01160 3.45333  0.48
O10 -0.94325 1.60845 2.88803  -0.97
H35 -3.53436 1.09196 3.15621  0.47
H36 -2.36606 0.77100 2.29190  0.49
O11 -3.35659 0.63619 2.32223  -0.96
H37 0.39118 3.51325 -0.42988  0.50
H38 -0.69370 4.01171 0.52063  0.48
O12 0.14416 4.33341 0.04215  -0.94
H39 -2.32041 -0.42597 -0.19586  0.50
H40 -3.49463 -0.66776 -1.28034  0.49
O13 -2.56006 -0.34105 -1.16188  -0.98


Question: net charge of number 4 (C5H4)?
Answer: 0